Entry 1:
C19H24N4O3 | ωB97M-V with the def2-TZVPD basis set

```
50
C19H24N4O3, DFT ωB97M-V with the def2-TZVPD basis set
C -0.2227 -6.2286 -1.1900
C 0.2481 -4.8664 -1.6268
C -0.4233 -3.7433 -0.8851
N -0.0693 -2.3629 -1.3556
C -0.1640 -1.7852 -2.5983
O -0.4526 -2.3579 -3.7107
N 0.1391 -0.4155 -2.5476
C -0.1144 0.6584 -3.5910
C 0.9548 0.6477 -4.7352
C -1.5832 0.6125 -4.1007
C 0.4433 -0.1796 -1.1382
C 0.5619 1.0265 -0.5356
C 0.8392 1.0397 0.7794
C 1.1204 2.2979 1.4351
O 2.1401 2.8611 1.0845
C 0.4719 2.7601 2.6282
C -0.8606 2.4321 3.2377
C -1.8990 1.5077 2.6358
N -1.0731 3.1785 4.2331
N 0.1018 3.7645 4.5127
C 0.0524 4.7254 5.6605
C 0.9965 3.5350 3.5995
O 2.2684 3.9239 3.4945
C 0.8193 -0.1537 1.5494
C 0.5406 -1.3590 0.9676
C 0.2624 -1.3396 -0.3798
H 0.4363 -7.0378 -1.5794
H -1.1968 -6.5248 -1.6363
H -0.2178 -6.2874 -0.1091
H 1.2675 -4.7754 -1.5122
H 0.0084 -4.7856 -2.7181
H -0.0581 -3.8637 0.1748
H -1.4630 -3.8718 -0.9673
H -0.0399 1.5734 -3.0438
H 1.9922 0.6495 -4.2742
H 0.7678 1.5382 -5.3692
H 0.8341 -0.3016 -5.1782
H -1.6698 1.4167 -4.7976
H -1.7004 -0.3047 -4.6336
H -2.2555 0.6577 -3.1921
H 0.3561 1.9370 -1.0780
H -2.1204 0.7515 3.3231
H -2.8893 2.0426 2.4268
H -1.4505 0.8976 1.7772
H -0.6249 4.4517 6.4696
H -0.2738 5.7036 5.3571
H 1.0693 4.7175 6.0655
H 2.6576 3.4988 2.7298
H 0.9376 -0.0749 2.6438
H 0.5358 -2.1875 1.6978
```

Output
**E_tot**: -32194.165 eV
**SMILES string**: CCCn1c(=O)n(C(C)C)c2cc(C(=O)c3c(C)nn(C)c3O)ccc21
**Charge**: 0
**Energy relative to the best compared isomer or geometry (same formula, charge and spin)**: 390.8 kJ/mol

---

Entry 2:
C19H24N4O3 | ωB97M-V with the def2-TZVPD basis set

```
50
C19H24N4O3, DFT ωB97M-V with the def2-TZVPD basis set
C -3.4978 -2.8829 2.5207
C -2.1788 -2.2726 2.6535
C -1.1006 -1.7536 2.7325
C 0.1781 -1.0471 2.7209
C 0.1116 0.1982 1.8193
N -0.4188 -0.1024 0.5040
C -1.7725 -0.0152 0.2884
O -2.5150 0.7143 0.9231
C -2.2637 -0.8604 -0.8100
N -1.4651 -1.7104 -1.5200
C -2.2364 -2.3241 -2.3760
N -3.5369 -1.9097 -2.2581
C -4.6680 -2.2931 -2.9444
C -5.8503 -1.7332 -2.6226
C -5.9299 -0.7522 -1.5820
C -4.8188 -0.3705 -0.9065
C -3.5720 -0.9608 -1.2449
C 1.4731 0.8866 1.7671
O 2.2235 0.8652 2.7299
N 1.7522 1.5356 0.6193
C 3.0123 2.2291 0.4151
C 2.7595 3.4153 -0.4949
O 2.2841 2.9138 -1.7421
C 4.0808 1.2680 -0.1084
C 5.4656 1.8887 -0.2431
C 6.5209 0.8515 -0.6073
H -4.1793 -2.1933 2.0193
H -3.4456 -3.7994 1.9321
H -3.9196 -3.1281 3.4955
H 0.4742 -0.7354 3.7214
H 0.9677 -1.7127 2.3596
H -0.5846 0.9121 2.2658
H 0.0143 -0.8699 0.0043
H -1.9342 -3.0656 -3.0971
H -4.5324 -3.0375 -3.7149
H -6.7371 -2.0346 -3.1606
H -6.8895 -0.3166 -1.3405
H -4.8310 0.3652 -0.1162
H 1.1181 1.4430 -0.1590
H 3.3278 2.6090 1.3897
H 2.0124 4.0666 -0.0311
H 3.6830 3.9851 -0.6295
H 1.9759 3.6480 -2.2794
H 4.1280 0.4300 0.5923
H 3.7556 0.8677 -1.0725
H 5.4522 2.6708 -1.0069
H 5.7385 2.3755 0.6988
H 7.5082 1.3026 -0.7113
H 6.5850 0.0767 0.1589
H 6.2751 0.3629 -1.5523
```

Output
**E_tot**: -32195.323 eV
**SMILES string**: CC#CC[C@H](NC(=O)c1ncn2ccccc12)C(=O)N[C@H](CO)CCC
**Charge**: 0
**Energy relative to the best compared isomer or geometry (same formula, charge and spin)**: 279.0 kJ/mol

---

Entry 3:
C19H24N6O2Pd | ωB97M-V with the def2-TZVPD basis set

```
52
C19H24N6O2Pd, DFT ωB97M-V with the def2-TZVPD basis set
Pd -0.6718 0.0181 -0.9129
C 1.6213 2.4966 -1.0249
C 2.3039 1.1731 -1.3008
N 1.6024 0.0594 -0.6331
C 2.2385 -1.2366 -0.9256
C 1.2835 -2.3991 -0.9886
C 1.7880 -3.6855 -1.0433
C 0.9121 -4.7475 -1.1815
C -0.4455 -4.4899 -1.2508
C -0.8820 -3.1809 -1.1744
C -2.3690 -2.9126 -1.2466
N -2.7049 -1.4985 -1.2145
C -2.2789 -0.6449 -2.1848
C -0.3715 1.6670 -2.2649
N 0.1830 2.4231 -1.2809
N -0.0330 -2.1513 -1.0502
H 2.0769 3.2705 -1.6463
H 1.7536 2.7823 0.0196
H 3.3396 1.2513 -0.9610
H 2.3327 0.9593 -2.3694
H 1.6302 0.2253 0.3705
H 3.0215 -1.4528 -0.1953
H 2.7329 -1.1649 -1.8967
H 2.8564 -3.8489 -0.9911
H 1.2828 -5.7619 -1.2410
H -1.1610 -5.2941 -1.3634
H -2.8629 -3.4062 -0.4108
H -2.7632 -3.3559 -2.1649
H -3.5205 -1.2342 -0.6799
H -2.9535 0.1728 -2.4121
H -1.8029 -1.1069 -3.0430
H -1.3064 2.0494 -2.6571
H 0.2981 1.2666 -3.0176
H -0.3622 3.1962 -0.9246
C -0.6418 -0.3503 1.6242
C -0.1452 0.7660 2.3365
C 1.1978 0.7727 2.7941
C 1.6712 1.7700 3.6136
C 0.8202 2.8124 3.9971
C -0.4909 2.8658 3.5081
C -0.9629 1.8667 2.6896
C 1.2769 3.8033 4.9328
N 1.6358 4.5902 5.6889
H -1.7172 -0.4825 1.5677
H -0.0447 -1.2548 1.6203
H 1.8439 -0.0687 2.5599
H 2.6841 1.7424 3.9918
H -1.1326 3.6853 3.8020
H -1.9870 1.8951 2.3446
O -4.3078 2.2600 -1.4058
N -3.6508 2.3067 -0.4339
O -2.8171 1.5812 0.0305
```

Output
**E_tot**: -36586.044 eV
**Charge**: +2
**Spin multiplicity**: 5

---

Entry 4:
C19H25CaN5O3PS4 | ωB97M-V with the def2-TZVPD basis set

```
58
C19H25CaN5O3PS4, DFT ωB97M-V with the def2-TZVPD basis set
Ca -0.1564 -0.2373 0.1105
N 3.2971 -3.3575 -0.9564
C 2.3084 -2.6981 -0.2949
S 2.5943 -1.0740 0.1302
N 1.2542 -3.4571 -0.0340
N 0.2546 -2.7911 0.5498
C -0.7257 -3.5137 0.9943
C -0.7322 -4.9972 0.9382
C -1.7121 -5.6739 0.2155
C -1.7253 -7.0606 0.1678
C -0.7585 -7.7883 0.8478
C 0.2235 -7.1207 1.5660
C 0.2406 -5.7358 1.6073
C -1.8544 -2.8100 1.5911
C -2.8533 -3.4951 2.2980
C -3.9113 -2.7847 2.8351
C -3.9686 -1.4116 2.6583
C -2.9405 -0.8060 1.9548
N -1.9097 -1.4777 1.4478
H 4.1653 -2.8919 -1.1294
H 3.1830 -4.3403 -1.1319
H -2.4615 -5.1050 -0.3225
H -2.4889 -7.5715 -0.4059
H -0.7654 -8.8708 0.8134
H 0.9857 -7.6828 2.0922
H 1.0185 -5.2128 2.1492
H -2.7882 -4.5656 2.4191
H -4.6875 -3.3028 3.3843
H -4.7856 -0.8198 3.0461
H -2.9449 0.2606 1.7583
O -2.2304 1.1170 -0.3988
S -2.4253 0.4487 -1.7301
N -1.5696 -0.7083 -2.0002
C 2.6125 5.6452 0.5179
C 3.2366 4.4027 -0.0932
C 4.5822 4.6896 -0.7334
O 2.4101 3.8564 -1.1238
P 1.0570 3.0028 -0.8490
S 0.8334 1.7260 -2.3131
S 1.0634 2.2689 0.9955
O -0.0824 4.1541 -0.8589
C -0.4699 4.7492 -2.1081
C -0.4060 6.2581 -1.9575
C -1.8663 4.2577 -2.4442
H 3.2481 6.0179 1.3251
H 1.6276 5.4203 0.9266
H 2.5146 6.4327 -0.2325
H 3.3511 3.6393 0.6812
H 4.4734 5.4323 -1.5269
H 4.9931 3.7784 -1.1675
H 5.2823 5.0749 0.0108
H 0.2239 4.4245 -2.8871
H -1.0599 6.5794 -1.1434
H -0.7322 6.7454 -2.8783
H 0.6111 6.5789 -1.7344
H -2.5595 4.5232 -1.6431
H -1.8609 3.1720 -2.5553
H -2.2131 4.7058 -3.3782
```

Output
**E_tot**: -104778.841 eV
**Charge**: -1

---

Entry 5:
C19H25Cl2F5N2O19 | ωB97M-V with the def2-TZVPD basis set

```
72
C19H25Cl2F5N2O19, DFT ωB97M-V with the def2-TZVPD basis set
C 0.7361 -0.1037 -1.3718
N 0.1929 -0.7303 -0.1371
O -0.9921 -0.4791 0.2172
O 0.9471 -1.3990 0.5364
H 0.4290 -0.6274 -2.2771
H 1.7991 0.0648 -1.1990
H 0.2055 0.8477 -1.4094
C 5.9173 2.2541 -1.5466
N 4.5887 2.0493 -0.9012
O 4.3938 2.5230 0.2132
O 3.7793 1.4507 -1.5077
H 6.7068 2.5259 -0.8460
H 5.7471 3.1293 -2.1736
H 6.2159 1.3187 -2.0199
C 1.2114 3.8095 -1.3119
C 0.5549 5.2003 -1.4795
O -0.1727 5.3683 -0.3088
C -0.1457 4.1636 0.4010
O -0.6584 3.9126 1.4788
O 0.6403 3.2590 -0.1990
F -0.3145 5.0186 -2.4265
H 2.2905 3.8578 -1.1661
H 1.1242 3.1357 -2.1642
H 1.2560 6.0150 -1.6609
C 3.7441 -3.2298 0.6052
C 4.2082 -3.1202 -0.8507
O 4.7040 -1.7979 -0.9569
C 5.0164 -1.3874 0.2907
O 5.8232 -0.4563 0.5858
O 4.4953 -2.2222 1.2347
F 3.2750 -3.3450 -1.7292
H 3.7752 -4.2594 0.9618
H 2.7029 -2.9139 0.5403
H 5.0476 -3.7985 -1.0038
C -0.3013 -3.5936 3.4648
C 0.3202 -4.9300 3.0703
O 1.6760 -4.6704 3.2461
C 1.8629 -3.7105 4.1335
O 2.9143 -3.2542 4.6182
O 0.6594 -3.3027 4.5244
F 0.1446 -5.0375 1.7242
H -1.2636 -3.7147 3.9621
H -0.3849 -2.8916 2.6351
H -0.1643 -5.7595 3.5853
C -3.8687 -1.5831 -1.5768
C -3.8435 -2.8419 -0.7977
O -2.4864 -3.1569 -0.9634
C -2.1467 -2.7078 -2.2070
O -1.0928 -2.9862 -2.7430
O -3.0278 -1.7440 -2.6557
F -4.6931 -3.7101 -1.3530
H -3.5627 -0.7671 -0.9221
H -4.8693 -1.3455 -1.9380
H -4.1573 -2.7134 0.2382
C -4.4712 2.2643 -1.8514
C -3.7453 3.4874 -1.3731
O -2.6706 3.4353 -2.2371
C -2.3843 2.1641 -2.5073
O -1.3588 1.7112 -2.9594
O -3.4471 1.4490 -2.2302
F -3.4287 3.2290 -0.1483
H -5.0809 2.5022 -2.7231
H -5.1682 1.9340 -1.0812
H -4.2299 4.4611 -1.4457
Cl -4.4794 0.0534 1.3464
C -3.4176 0.2649 2.8046
C -2.6923 1.6311 2.8496
Cl -3.6997 2.9552 3.4463
H -2.7250 -0.5355 2.5443
H -3.9463 0.0583 3.7351
H -2.2058 1.7845 1.8864
H -1.8085 1.5369 3.4806
```

Output
**E_tot**: -100616.905 eV
**Charge**: -1
**Spin multiplicity**: 2

---

Entry 6:
C19H25ClIrN3O7STe | ωB97M-V with the def2-TZVPD basis set

```
58
C19H25ClIrN3O7STe, DFT ωB97M-V with the def2-TZVPD basis set
Ir 0.3095 -0.4489 -0.1915
C -2.4549 1.4203 4.3917
N -1.3922 1.5531 3.4210
C -0.5080 2.6785 3.6499
C -1.0786 0.6587 2.4910
O -0.0222 0.7571 1.8405
C -2.0423 -0.5121 2.2892
O -1.6892 -1.3216 1.1909
C -2.6084 -1.3769 0.1143
C -2.4227 -0.1903 -0.8237
O -1.6124 0.7124 -0.5066
N -3.1518 -0.1404 -1.9245
C -2.9291 0.9119 -2.8897
C -4.0060 -1.2355 -2.3319
H -2.8639 2.4074 4.6135
H -2.0589 1.0055 5.3234
H -3.2627 0.7834 4.0420
H -1.0931 3.5947 3.7047
H 0.1933 2.7398 2.8231
H 0.0422 2.5471 4.5829
H -3.0662 -0.1404 2.1760
H -1.9783 -1.1389 3.1898
H -3.6434 -1.4485 0.4715
H -2.3480 -2.2989 -0.4386
H -2.4377 1.7522 -2.4039
H -3.8878 1.2259 -3.2997
H -2.2910 0.5459 -3.6968
H -3.4044 -2.1269 -2.5244
H -4.5335 -0.9567 -3.2429
H -4.7454 -1.4666 -1.5632
Te 1.6275 -1.9400 1.7810
C 3.2433 -0.8950 2.7415
C 4.3712 -0.4277 2.0691
C 5.4183 0.1338 2.7776
C 5.3363 0.2599 4.1568
C 4.1937 -0.1565 4.8240
C 3.1558 -0.7395 4.1244
H 4.4396 -0.5208 0.9937
H 6.3049 0.4647 2.2574
H 6.1636 0.6747 4.7118
H 4.1118 -0.0408 5.8928
H 2.2701 -1.0797 4.6394
Cl 3.8457 -1.8985 -4.3783
C 3.5048 -0.6630 -3.2520
C 4.1718 0.5576 -3.2739
C 3.8509 1.4967 -2.3076
C 2.8696 1.2036 -1.3753
N 2.2179 0.0421 -1.3837
C 2.5266 -0.8853 -2.2801
H 4.9264 0.7456 -4.0218
H 4.3580 2.4465 -2.2751
H 2.6017 1.9030 -0.5970
H 1.9887 -1.8288 -2.2679
O 0.8503 -3.4366 -2.5200
S -0.1437 -2.7929 -1.7105
O -1.4455 -3.4167 -1.6394
O 0.4053 -2.7049 -0.2662
O -0.3063 -1.3524 -2.1084
```

Output
**E_tot**: -72391.621 eV
**Charge**: +1
**Energy relative to the best compared isomer or geometry (same formula, charge and spin)**: 75.4 kJ/mol
**Spin multiplicity**: 6

---

Entry 7:
C19H25ClN2O3 | ωB97M-V with the def2-TZVPD basis set

```
50
C19H25ClN2O3, DFT ωB97M-V with the def2-TZVPD basis set
O 2.4484 3.0368 -1.4726
C 1.4413 2.4275 -1.1562
C 0.9463 1.2802 -2.0199
C -0.4477 0.7637 -1.6978
C -0.5890 0.6593 -0.1789
C -1.9398 0.0703 0.2128
O -2.8732 0.7915 0.5171
N -2.0572 -1.2779 0.2213
C -1.0808 -2.2631 -0.1832
C -1.5750 -3.0347 -1.4080
C -2.9278 -3.6867 -1.1232
O -3.3516 -4.3214 -2.3090
C -3.9140 -2.6120 -0.6541
C -3.3420 -1.8661 0.5491
C -0.4778 2.0773 0.3740
N 0.7635 2.7055 -0.0204
C 1.3120 3.6943 0.8854
C 1.9188 3.0403 2.1448
C 2.6297 1.7711 1.7668
C 3.7863 1.8118 0.9966
C 4.3867 0.6477 0.5553
C 3.8277 -0.5749 0.8906
Cl 4.5554 -2.0400 0.3205
C 2.6904 -0.6410 1.6770
C 2.0991 0.5339 2.1083
H 1.6828 0.4813 -1.8836
H 1.0173 1.6007 -3.0606
H -0.6034 -0.2019 -2.1819
H -1.2068 1.4524 -2.0740
H 0.2305 0.0644 0.2332
H -0.1225 -1.7999 -0.4042
H -0.9397 -2.9649 0.6492
H -0.8522 -3.8013 -1.6858
H -1.6979 -2.3610 -2.2571
H -2.8058 -4.4370 -0.3219
H -4.2364 -4.6786 -2.1776
H -4.8700 -3.0648 -0.3821
H -4.0861 -1.9099 -1.4721
H -4.0067 -1.0566 0.8537
H -3.2085 -2.5592 1.3879
H -0.5268 2.0520 1.4644
H -1.3342 2.6667 0.0216
H 0.5316 4.4066 1.1675
H 2.0911 4.2170 0.3274
H 2.6122 3.7484 2.6010
H 1.1349 2.8202 2.8715
H 4.2121 2.7628 0.7183
H 5.2754 0.6880 -0.0541
H 2.2703 -1.5990 1.9430
H 1.2092 0.4799 2.7199
```

Output
**E_tot**: -41755.639 eV
**SMILES string**: O=C1CC[C@H](C(=O)N2CCC(O)CC2)CN1CCc1ccc(Cl)cc1
**Charge**: 0
**Energy relative to the best compared isomer or geometry (same formula, charge and spin)**: 0.0 kJ/mol

---

Entry 8:
C19H25F3N5O4S | ωB97M-V with the def2-TZVPD basis set

```
57
C19H25F3N5O4S, DFT ωB97M-V with the def2-TZVPD basis set
N -1.4800 -2.6131 2.5913
C -2.4986 -1.5856 2.7978
C -2.8059 -0.7796 1.5505
C -1.9361 0.1939 1.1409
C -2.1998 0.9254 -0.0290
S -1.0595 2.1527 -0.5166
O -0.2687 2.5400 0.6036
O -0.4151 1.7965 -1.7375
F -2.0139 3.3294 -0.8526
C -3.3104 0.7045 -0.7915
C -4.2187 -0.2776 -0.3873
N -5.3293 -0.5008 -1.1518
C -6.1449 -1.3973 -0.7273
C -5.9075 -2.1178 0.4861
N -6.8376 -3.1180 0.8641
C -8.2144 -2.7960 0.5740
O -8.9677 -3.4930 -0.0047
F -8.5382 -1.5864 1.0517
C -6.7110 -3.5149 2.2549
O -6.7991 -2.8201 3.1987
F -6.5065 -4.8324 2.3122
N -4.8597 -1.9577 1.2073
C -3.9705 -1.0151 0.7868
H -1.8774 -3.4180 2.1258
H -0.7301 -2.2677 2.0075
H -2.1447 -0.8857 3.5515
H -3.4108 -2.0669 3.1270
H -1.0546 0.4258 1.7199
H -3.5127 1.2736 -1.6865
H -7.0237 -1.6160 -1.3217
C 6.1776 3.7395 -1.7312
C 6.2915 2.3032 -1.2171
C 5.2447 1.3557 -1.8061
N 4.0806 1.0692 -0.8932
C 3.3820 2.3214 -0.4920
C 3.0914 0.1584 -1.6204
C 3.3415 -1.2252 -1.0511
C 3.6132 -0.9175 0.4180
C 4.5324 0.2917 0.3390
H 5.2171 4.1943 -1.4878
H 6.9572 4.3620 -1.2961
H 6.2964 3.7688 -2.8145
H 6.2612 2.2882 -0.1256
H 7.2738 1.9206 -1.4945
H 5.6810 0.3825 -2.0275
H 4.8259 1.7581 -2.7275
H 3.0554 2.8351 -1.3929
H 4.0509 2.9497 0.0879
H 2.5197 2.0456 0.1109
H 2.0882 0.5091 -1.3852
H 3.2562 0.2440 -2.6903
H 4.2148 -1.6849 -1.5181
H 2.4923 -1.8869 -1.2035
H 4.0747 -1.7434 0.9540
H 2.6861 -0.6595 0.9336
H 5.5659 -0.0058 0.1809
H 4.4752 0.9442 1.2052
```

Output
**E_tot**: -54730.788 eV
**Charge**: +1